[1]
# C4H12N2OS5

2 unconnected molecules or ions with the total composition C4H12N2OS5 in a non-equilibrium geometry (the ωB97M-V functional and the def2-TZVPD basis, OMol25).

Structure (XYZ):
```
24
Properties=species:S:1:pos:R:3:forces:R:3:nbo_charge:R:1
C 3.06210 1.37914 0.29044 -1.03 -0.76 -1.49 -0.759
C -2.89319 1.43397 1.28345 0.50 1.98 -1.06 -0.801
C 2.30443 -1.36176 0.21479 0.11 2.73 1.27 -0.401
C -1.12362 -0.61328 0.09747 -2.27 -0.44 -0.59 -0.234
N 1.88374 -2.45057 0.86130 -0.14 -0.01 5.12 -0.809
N -0.57952 -0.42008 1.34609 -2.16 1.05 0.47 -0.867
O -0.54803 -0.45062 -2.44842 -0.68 0.95 -0.50 -0.857
S 2.72025 -1.35742 -1.35942 0.89 -0.07 -2.77 0.262
S -1.20606 -2.36443 -0.51757 0.44 -0.18 1.48 -0.065
S 2.62194 -0.02190 1.34133 0.84 -0.39 -0.23 0.233
S -3.02553 -0.06507 0.33471 1.38 -1.56 -0.51 0.145
S -0.28508 0.39214 -1.07089 0.73 0.77 -0.62 0.569
H 2.63826 2.19764 0.86511 0.54 0.46 -0.23 0.241
H 2.41494 1.26005 -0.64722 1.02 0.45 1.17 0.238
H 4.14332 1.42690 0.02577 -0.93 0.13 0.44 0.234
H -3.29779 2.24303 0.54288 0.88 -1.01 1.90 0.231
H -1.83055 1.66113 1.64575 -1.48 -0.34 -0.78 0.253
H -3.52265 1.31779 2.16307 -0.09 0.27 -0.07 0.228
H 1.51089 -2.10605 1.84589 0.71 -1.87 -2.56 0.371
H 1.33901 -3.09643 0.37512 -1.31 -1.05 -0.67 0.395
H -1.16745 -0.84238 2.00487 -1.31 -0.38 1.30 0.374
H 0.30062 -0.66661 1.60478 3.30 -0.43 -0.29 0.375
H 0.18842 -1.03325 -2.62137 0.72 -0.42 0.15 0.494
H -1.89766 -2.08675 -1.58205 -0.65 0.13 -0.93 0.150
```
Forces are in eV/Å.

## Properties
- HOMO energy (alpha / beta): -5.6 / -8.3 eV
- Total charge: 0
- Expectation value of S²: 2.006
- Orbital gap (alpha / beta): 6.03 / 5.42 eV
- 2S+1: 3
- Lowest unoccupied orbital energy (alpha / beta): 0.015 / -0.105 Ha

[2]
# C4H12N2S

A single C4H12N2S molecule in a non-equilibrium geometry (the ωB97M-V functional and the def2-TZVPD basis, OMol25).

Structure (XYZ):
```
19
Properties=species:S:1:pos:R:3:forces:R:3:nbo_charge:R:1
C 0.29355 1.63080 -0.39877 -0.71 -1.38 0.09 -0.630
C 0.70993 0.12414 -0.25268 -1.03 0.98 0.59 -0.054
C 1.78809 -0.00332 0.82201 0.89 0.00 -1.00 -0.500
S 3.30836 0.89233 0.31699 -0.18 1.19 1.14 -0.071
N -0.42305 -0.62728 0.24012 -0.80 -1.50 0.58 -0.673
C -1.50285 -1.01858 -0.65567 0.44 0.52 -0.33 -0.032
N -2.72030 -1.44391 0.05091 1.09 0.02 0.34 -0.829
H -0.76009 1.57546 -0.70339 0.14 0.42 0.29 0.205
H 0.77481 2.27169 -1.11780 0.67 0.02 -0.05 0.219
H 0.39047 1.98151 0.62599 -0.29 0.72 -0.12 0.196
H 0.96950 -0.30288 -1.22369 0.45 -0.06 0.15 0.200
H 2.09319 -1.03495 0.95279 -0.11 -0.20 0.04 0.229
H 1.47722 0.38750 1.78764 -0.26 -0.01 -0.07 0.218
H 3.12146 2.02255 1.13524 0.22 -1.20 -0.98 0.133
H -0.76711 -0.45587 1.17295 0.18 0.49 -0.02 0.376
H -1.13344 -1.85363 -1.24443 0.20 -0.02 -0.57 0.146
H -1.70012 -0.16651 -1.31210 -0.51 -0.13 -0.27 0.151
H -2.44937 -2.35591 0.40904 -0.46 -0.02 0.31 0.351
H -3.47025 -1.62312 -0.60514 0.07 0.17 -0.12 0.364
```
Forces are in eV/Å.

## Properties
- HOMO energy: -8.4 eV
- SMILES string: C[C@@H](CS)NCN
- Total charge: 0
- Orbital gap: 9.37 eV
- Lowest unoccupied orbital energy: 0.034 Ha
- ΔE to the lowest compared entry with this formula, charge and spin: 0.7110 eV

[3]
# C4H12N2S

A single C4H12N2S molecule in a non-equilibrium geometry (the ωB97M-V functional and the def2-TZVPD basis, OMol25).

Structure (XYZ):
```
19
Properties=species:S:1:pos:R:3:forces:R:3:nbo_charge:R:1
C -2.29780 -0.47406 -0.49155 -0.14 -0.93 0.23 -0.419
N -1.21057 -0.90414 0.38977 -0.63 -0.02 0.24 -0.626
C -0.02097 -0.05929 0.47503 -0.12 0.84 -0.61 -0.068
C 1.16238 -0.80930 -0.13908 0.91 0.42 1.07 -0.231
N 2.43319 -0.35477 0.49113 -0.23 -0.08 -0.31 -0.846
C -0.26830 1.28406 -0.24066 -0.57 0.39 0.13 -0.528
S 1.05967 2.52689 -0.30334 0.11 -0.04 0.20 -0.086
H -1.94032 -0.45758 -1.51003 0.00 0.26 -0.32 0.193
H -2.72915 0.48764 -0.19536 -0.20 -0.12 -0.32 0.171
H -3.06202 -1.26966 -0.47743 0.13 0.46 0.16 0.206
H -1.59603 -0.94249 1.31710 -0.14 -0.30 0.23 0.354
H 0.09143 0.26104 1.52519 0.66 -0.66 -0.22 0.198
H 1.08452 -1.88455 -0.04983 -0.53 -0.26 0.19 0.191
H 1.16401 -0.59856 -1.19275 0.21 0.23 -0.60 0.191
H 3.22382 -0.52831 -0.10912 0.11 0.04 -0.37 0.360
H 2.60836 -0.94440 1.28906 -0.05 0.01 0.40 0.356
H -1.12699 1.73994 0.27025 0.33 0.15 -0.03 0.209
H -0.60283 1.16955 -1.26848 0.18 -0.33 -0.08 0.208
H 2.02760 1.75800 0.22013 -0.02 -0.04 0.03 0.168
```
Forces are in eV/Å.

## Properties
- HOMO energy: -8.6 eV
- SMILES string: CN[C@@H](CN)CS
- Total charge: 0
- Orbital gap: 9.61 eV
- Lowest unoccupied orbital energy: 0.037 Ha
- ΔE to the lowest compared entry with this formula, charge and spin: 0.8063 eV

The calculation returns the following energy values, one per record and in order: -2335.10018 -667.26875 -667.26525 Ha.